# 1
Density functional theory data (the ωB97M-V functional and the def2-TZVPD basis) for C16H26AsF2N3NiO5 as an isolated structure.

Cartesian coordinates (Å):
As (-1.2728, -1.7005, 2.0052)
Ni (-0.0686, -0.1828, 0.5713)
F (-1.8954, 1.4982, 1.9962)
F (-0.1130, 2.6822, 1.3967)
O (-1.7441, -2.1815, -3.1424)
O (1.7389, -0.5777, 1.4885)
O (0.3772, 1.0627, -1.0578)
O (-1.8401, -1.0175, -1.2487)
O (3.5315, -1.9352, 1.4656)
N (-0.6787, 3.0808, -1.3022)
N (1.6336, 2.9353, -1.0935)
N (0.7155, -1.7519, -0.6226)
C (1.9084, -2.1808, -0.2377)
C (0.4335, 2.3062, -1.1387)
C (0.7215, -3.3003, -2.4281)
C (-1.2326, -1.7552, -1.9865)
C (1.9792, -3.7376, -2.0399)
C (2.5856, -3.1763, -0.9308)
C (-0.0469, -2.9024, 2.9316)
C (-2.3358, -1.1071, 3.5343)
C (-1.9501, 2.4235, -1.5446)
C (1.9264, 4.1851, -1.7616)
C (-2.5496, -3.0162, 1.2978)
C (2.4708, -1.5109, 1.0274)
C (-0.4920, 1.3926, 1.8003)
C (0.1182, -2.2911, -1.6935)
C (-0.8020, 4.3815, -0.6621)
C (2.7825, 2.2166, -0.5701)
H (3.4283, 1.8541, -1.3759)
H (0.5066, -3.5012, 2.2077)
H (3.3606, 2.8868, 0.0680)
H (-0.0581, 1.2666, 2.8033)
H (-0.5803, -3.5649, 3.6129)
H (2.1575, 4.9840, -1.0512)
H (-2.0851, -3.5962, 0.5002)
H (0.6733, -2.3021, 3.4858)
H (2.4475, 1.3694, 0.0214)
H (-2.6286, -1.8051, -3.2444)
H (-3.4094, -2.4843, 0.8928)
H (-1.7337, -0.4601, 4.1691)
H (3.5618, -3.4844, -0.5843)
H (1.0895, 4.4913, -2.3833)
H (-1.6317, 4.3540, 0.0468)
H (-2.5169, 2.9996, -2.2798)
H (-3.1944, -0.5441, 3.1758)
H (0.2038, -3.7280, -3.2750)
H (-2.6699, -1.9731, 4.1052)
H (-1.7814, 1.4220, -1.9182)
H (2.7984, 4.0475, -2.4063)
H (-2.8766, -3.6868, 2.0913)
H (0.0958, 4.6181, -0.1002)
H (2.4765, -4.5195, -2.5987)
H (-0.9996, 5.1694, -1.3940)
H (-2.5347, 2.3472, -0.6231)

Orbital gap (alpha / beta) in Ha: 0.24115 / 0.29579
Largest force on an atom in eV/A: 1.151
Energy in Ha: -5109.61805
2S+1: 3

Listed below, in e, are the natural (NBO) charges computed for each atom: As 0.926; Ni 1.255; F -0.429; F -0.417; O -0.668; O -0.801; O -0.785; O -0.591; O -0.654; N -0.449; N -0.439; N -0.475; C 0.119; C 0.854; C -0.195; C 0.775; C -0.170; C -0.182; C -0.955; C -0.937; C -0.412; C -0.404; C -0.946; C 0.737; C 0.100; C 0.058; C -0.404; C -0.408; H 0.185; H 0.229; H 0.199; H 0.106; H 0.218; H 0.194; H 0.221; H 0.253; H 0.251; H 0.506; H 0.234; H 0.239; H 0.257; H 0.217; H 0.213; H 0.190; H 0.242; H 0.239; H 0.214; H 0.232; H 0.199; H 0.220; H 0.224; H 0.226; H 0.185; H 0.205

---

# 2
Density functional theory data (the ωB97M-V functional and the def2-TZVPD basis) for a 4-piece molecular cluster, C30H53N2O11S overall.

Cartesian coordinates (Å):
S (-2.1200, -0.8465, -4.3920)
O (1.7313, -6.8836, -1.9933)
O (0.6408, 2.5140, -1.3126)
O (1.9237, 4.7870, 4.0519)
O (-3.2119, -2.6049, 1.2058)
O (-5.7672, -3.9938, 2.1457)
O (-3.0969, -5.5624, 1.9234)
O (-0.3615, 5.2659, -0.4771)
O (2.9118, -4.9285, -1.6706)
O (2.5447, 2.5370, 6.1024)
O (4.0845, 5.1755, 6.1633)
O (2.1430, 4.9872, -2.2961)
N (0.3929, -2.9891, -4.9703)
N (1.5328, -5.9659, -4.8963)
C (-1.7319, 5.5572, -0.6633)
C (-6.5037, -3.3903, 3.1936)
C (3.5447, 5.0358, -2.0975)
C (0.9333, -5.3109, -6.0310)
C (-2.9017, -3.1962, 2.4685)
C (0.9462, 5.7979, 3.9087)
C (0.8203, -6.1790, -7.3594)
C (-0.1307, 4.1621, 0.3936)
C (0.2336, -5.6138, -8.6738)
C (0.4556, 3.2462, -2.5262)
C (2.7921, 3.3390, 7.2498)
C (0.9260, -2.6833, -2.4571)
C (0.9769, 3.2585, -0.1411)
C (0.3885, -3.8659, -6.1124)
C (-2.4983, -6.4481, 0.9946)
C (2.1007, -5.5922, -2.3960)
C (-2.2095, -4.5549, 2.3954)
C (3.2508, 5.2445, 3.8127)
C (-0.2897, -4.1207, -8.7581)
C (-4.2219, -3.2436, 0.4188)
C (3.2902, 1.3316, 6.0833)
C (4.2272, 4.6692, 4.8348)
C (0.9330, -3.5917, -3.7972)
C (1.5000, -5.0461, -3.8056)
C (1.7209, 3.8865, -3.0931)
C (-5.6338, -3.1661, 0.9962)
C (-0.7220, -0.6296, -3.1303)
C (2.9000, 4.8165, 6.8782)
C (-0.2080, -3.2865, -7.4586)
C (-0.5826, -2.0433, -2.3727)
H (-6.3525, -3.5231, 0.2498)
H (0.1033, 2.5106, -3.2561)
H (2.9413, 5.3882, 7.8106)
H (2.5061, 3.1267, -3.1662)
H (-3.2954, -6.9786, 0.4697)
H (-2.3190, 4.6499, -0.8303)
H (-2.1204, 6.1008, 0.2042)
H (3.3063, 6.3376, 3.8367)
H (0.7446, 5.9739, 2.8475)
H (5.2369, 4.9522, 4.5231)
H (-1.5495, -1.2565, -5.6065)
H (-0.3509, 3.9724, -2.4212)
H (1.1923, 2.5101, 0.6270)
H (-1.3233, -4.4739, 1.7581)
H (-1.9003, -5.9127, 0.2526)
H (-4.2267, -2.7087, -0.5361)
H (-1.0841, 0.2271, -2.4494)
H (1.9073, 3.8082, -0.2902)
H (4.2111, 3.5787, 4.8365)
H (4.0379, 5.4165, -2.9978)
H (-2.2121, -2.4994, 2.9540)
H (1.0374, -3.3028, -1.5025)
H (-1.3220, -2.7831, -2.8376)
H (0.1758, 4.5690, 1.3626)
H (-1.8269, 6.1908, -1.5477)
H (1.1817, -7.2621, -7.3430)
H (-7.5744, -3.4237, 2.9669)
H (2.8428, 0.6033, 6.7671)
H (-0.8074, -1.9009, -1.2540)
H (1.5158, 4.2695, -4.0992)
H (-1.8756, -7.1778, 1.5212)
H (3.7105, 3.0287, 7.7594)
H (-0.7133, -3.6952, -9.7251)
H (3.2590, 0.9327, 5.0684)
H (1.9505, 3.1970, 7.9374)
H (-1.8882, -4.8478, 3.4011)
H (-3.9381, -4.2698, 0.1841)
H (-6.3153, -3.9569, 4.1069)
H (-6.1824, -2.3583, 3.3629)
H (0.0284, 5.4536, 4.3899)
H (2.0101, 5.1650, 6.3531)
H (1.7157, -1.8399, -2.5327)
H (3.5381, 4.9042, 2.8119)
H (0.2046, -0.3365, -3.7519)
H (-5.8692, -2.1223, 1.2308)
H (-1.0402, 3.5703, 0.5382)
H (-3.7876, -3.2293, 3.1043)
H (0.1853, -6.2557, -9.6170)
H (-0.6010, -2.2025, -7.4479)
H (3.9434, 4.0524, -1.8322)
H (3.7437, 5.7162, -1.2678)
H (4.3375, 1.5071, 6.3461)
H (1.2542, 6.7299, 4.3910)

Net charge: -1
Orbital gap in Ha: 0.23620
Largest force on an atom in eV/A: 6.424
Energy in Ha: -2509.86497

Listed below, in e, are the Löwdin charges computed for each atom: S 0.587; O -0.220; O -0.126; O -0.204; O -0.129; O -0.205; O -0.212; O -0.204; O -0.099; O -0.206; O -0.127; O -0.208; N 0.091; N 0.138; C -0.116; C -0.118; C -0.114; C -0.172; C -0.177; C -0.114; C -0.013; C -0.178; C -0.095; C -0.170; C -0.193; C -0.120; C -0.167; C -0.168; C -0.102; C -0.549; C -0.188; C -0.185; C -0.087; C -0.169; C -0.108; C -0.172; C -0.116; C -0.043; C -0.186; C -0.190; C -0.517; C -0.174; C -0.027; C -0.272; H 0.124; H 0.119; H 0.125; H 0.125; H 0.087; H 0.087; H 0.085; H 0.123; H 0.072; H 0.126; H -0.175; H 0.112; H 0.131; H 0.126; H 0.092; H 0.127; H 0.065; H 0.109; H 0.111; H 0.086; H 0.124; H 0.106; H 0.080; H 0.100; H 0.088; H 0.089; H 0.085; H 0.088; H 0.103; H 0.125; H 0.089; H 0.122; H 0.073; H 0.092; H 0.124; H 0.123; H 0.113; H 0.087; H 0.084; H 0.093; H 0.110; H 0.126; H 0.125; H 0.077; H 0.120; H 0.126; H 0.106; H 0.072; H 0.074; H 0.086; H 0.085; H 0.085; H 0.087

---

# 3
Density functional theory data (the ωB97M-V functional and the def2-TZVPD basis) for one molecule with the formula C4H7Cl.

Cartesian coordinates (Å):
Cl (-1.2872, -0.9624, 0.0761)
C (1.4319, 0.1817, 0.4412)
C (-0.0186, 0.3810, -0.2619)
C (-0.7908, 1.7382, -0.1008)
C (2.3424, -0.4634, -0.1904)
H (1.5239, 0.5200, 1.5064)
H (0.2673, 0.1609, -1.3039)
H (-0.1159, 2.6194, -0.2471)
H (1.7892, -0.8944, -1.0271)
H (-1.7627, 1.5954, -0.5552)
H (-1.0426, 1.9040, 1.0096)
H (3.4340, -0.5685, -0.0060)

Orbital gap in Ha: 0.41678
Largest force on an atom in eV/A: 5.577
Energy in Ha: -616.73494
SMILES: C=C[C@H](C)Cl

Listed below, in e, are the natural (NBO) charges computed for each atom: Cl -0.126; C -0.190; C -0.163; C -0.648; C -0.390; H 0.203; H 0.199; H 0.233; H 0.197; H 0.242; H 0.216; H 0.229

---

# 4
Density functional theory data (the ωB97M-V functional and the def2-TZVPD basis) for an isolated ion of composition C6H12NO2Si and charge -1.

Cartesian coordinates (Å):
Si (0.7424, -0.3782, 0.0369)
O (-2.3976, -1.8162, 0.1537)
O (-0.1354, -1.8823, 0.0723)
N (-1.0421, 0.0191, 0.0225)
C (-1.3519, -1.2505, 0.0908)
C (2.3694, -1.4977, 0.2063)
C (1.2044, 0.8377, 1.4764)
C (1.0391, 0.3177, -1.8075)
C (-2.2434, 1.1489, -0.1352)
C (-3.5272, 0.9278, -0.1005)
H (-4.2350, 1.8966, -0.1219)
H (2.4565, -2.0460, -0.6220)
H (2.3594, -2.1527, 1.1269)
H (-1.9018, 2.1778, -0.0732)
H (3.2566, -0.8404, 0.4757)
H (1.2430, 0.3158, 2.4489)
H (-3.9182, -0.0065, 0.0394)
H (0.5232, 1.6680, 1.6456)
H (0.6202, 1.2306, -1.9329)
H (0.5288, -0.4004, -2.3978)
H (2.1166, 0.4573, -1.8955)
H (2.2929, 1.2738, 1.2910)

Net charge: -1
Orbital gap (alpha / beta) in Ha: 0.17967 / 0.22524
Largest force on an atom in eV/A: 13.657
Energy in Ha: -730.42752
2S+1: 3

Listed below, in e, are the natural (NBO) charges computed for each atom: Si 1.792; O -0.659; O -0.820; N -0.683; C 0.818; C -1.087; C -1.101; C -1.056; C -0.147; C -0.424; H 0.155; H 0.196; H 0.202; H 0.163; H 0.184; H 0.219; H 0.200; H 0.211; H 0.204; H 0.221; H 0.207; H 0.208

---

# 5
Density functional theory data (the ωB97M-V functional and the def2-TZVPD basis) for C25H21Br4MnN3O4S2 as an isolated structure.

Cartesian coordinates (Å):
Br (2.3621, -3.7163, -5.9942)
Br (1.1343, 1.7610, -4.8192)
Br (1.2998, -4.5073, -2.9184)
Br (2.2864, -0.5496, -6.9511)
Mn (-0.0925, -0.4464, -0.5910)
S (0.3539, 3.1444, -1.3187)
S (1.9148, 3.4800, 1.1875)
O (0.4619, -1.9772, -1.4288)
O (0.4144, 0.4478, -2.1504)
O (2.9412, 0.8885, 3.7648)
O (0.6157, -1.2735, 0.9819)
N (-1.7792, 0.2905, 1.1377)
N (0.8997, 1.1621, 0.3726)
N (1.5632, 0.7363, 1.5230)
C (-4.3435, -0.9737, -1.1465)
C (1.2694, -0.0537, -4.3488)
C (1.7246, -1.0421, -5.2232)
C (1.3292, -2.7370, -3.5400)
C (-4.5225, -1.1011, -2.5125)
C (1.9350, -1.1589, 2.9475)
C (-3.4276, -1.0148, -3.3580)
C (1.7545, -2.3765, -4.8200)
C (-3.0735, -0.7698, -0.6105)
C (2.2361, -3.1582, 4.2762)
C (-1.9905, -0.6831, -1.4740)
C (3.1908, -1.0717, 5.0131)
C (1.7840, 4.9231, 0.1014)
C (0.8997, -1.7484, -2.6677)
C (2.6822, -0.4252, 3.8853)
C (-2.8648, -0.6564, 0.8640)
C (1.0432, 2.4094, 0.1100)
C (-1.4284, 0.1837, 2.5589)
C (1.7282, -2.5247, 3.1628)
C (0.8807, -0.4083, -3.0652)
C (0.4671, 4.8205, -0.6429)
C (1.3462, -0.5328, 1.7505)
C (2.9684, -2.4189, 5.2027)
C (-2.1540, -0.8032, -2.8416)
C (-2.2264, 1.6617, 0.8678)
H (-1.0518, -0.8132, 2.7770)
H (-3.1042, 1.9079, 1.4794)
H (2.0708, -4.2156, 4.4262)
H (3.3745, -2.9036, 6.0814)
H (-5.5135, -1.2579, -2.9170)
H (-0.6678, 0.9207, 2.8102)
H (-2.4855, 1.7723, -0.1845)
H (0.4260, 5.5122, -1.4838)
H (1.1617, -3.0738, 2.4232)
H (2.5548, 1.1994, 2.9173)
H (-3.5540, -1.1088, -4.4287)
H (-3.7922, -0.3449, 1.3663)
H (-0.3739, 5.0203, 0.0222)
H (-1.4264, 2.3591, 1.1095)
H (3.7605, -0.4858, 5.7208)
H (-5.1931, -1.0259, -0.4760)
H (-2.3127, 0.3765, 3.1812)
H (-1.3277, -0.7411, -3.5324)
H (1.8255, 5.8148, 0.7256)
H (2.6256, 4.9313, -0.5906)
H (-2.5801, -1.6239, 1.2871)

Orbital gap (alpha / beta) in Ha: 0.23275 / 0.28445
Largest force on an atom in eV/A: 0.486
Energy in Ha: -13673.93250
2S+1: 4

Listed below, in e, are the natural (NBO) charges computed for each atom: Br 0.107; Br 0.100; Br 0.115; Br 0.105; Mn 1.552; S 0.372; S 0.329; O -0.658; O -0.694; O -0.678; O -0.724; N -0.456; N -0.432; N -0.487; C -0.195; C -0.148; C -0.161; C -0.176; C -0.199; C -0.181; C -0.217; C -0.140; C -0.095; C -0.265; C -0.089; C -0.279; C -0.540; C 0.277; C 0.359; C -0.244; C -0.041; C -0.420; C -0.149; C 0.194; C -0.542; C 0.586; C -0.162; C -0.167; C -0.420; H 0.223; H 0.183; H 0.216; H 0.214; H 0.219; H 0.220; H 0.222; H 0.243; H 0.234; H 0.511; H 0.221; H 0.190; H 0.220; H 0.208; H 0.226; H 0.213; H 0.185; H 0.221; H 0.240; H 0.229; H 0.223

---

# 6
Density functional theory data (the ωB97M-V functional and the def2-TZVPD basis) for a 2-piece molecular cluster, C4H12N2O overall.

Cartesian coordinates (Å):
O (2.0938, -1.0277, 1.6969)
N (1.0631, 0.4511, -1.1921)
N (-0.7780, -1.0728, 1.3189)
C (-0.1568, -0.1974, -1.5939)
C (-1.3941, 0.0736, 0.6926)
C (1.3544, 1.4430, -0.4792)
C (-1.4623, 0.1095, -0.8671)
H (2.3946, 1.5814, -0.3944)
H (-1.7064, 1.2085, -1.0432)
H (0.1547, -1.2279, -1.3296)
H (-0.3172, -0.0133, -2.7028)
H (0.7529, 2.2219, 0.0609)
H (-2.2837, -0.4094, -1.2896)
H (2.1372, -1.2236, 0.7431)
H (-0.7743, 0.9259, 1.0183)
H (2.1712, -0.0706, 1.6994)
H (-0.9486, -1.9681, 1.0097)
H (0.2020, -0.9738, 1.6097)
H (-2.5028, 0.1700, 1.0423)

Net charge: +1
Orbital gap (alpha / beta) in Ha: 0.37574 / 0.18622
Largest force on an atom in eV/A: 3.238
Energy in Ha: -343.97401
2S+1: 2

Listed below, in e, are the natural (NBO) charges computed for each atom: O -0.918; N -0.406; N -0.274; C -0.258; C -0.303; C -0.068; C -0.408; H 0.186; H 0.248; H 0.201; H 0.266; H 0.154; H 0.247; H 0.486; H 0.236; H 0.481; H 0.389; H 0.430; H 0.309